*one*
This record from the Open Molecules 2025 dataset describes a structure of composition C3H10N3O2. The level of theory is wB97M-V/def2-TZVPD.

Geometry (Å):
O  -3.2765  -0.6329  0.3552
O  -2.5614  0.9783  -0.9354
N  0.4013  -0.0123  -0.0395
N  -2.4786  0.0367  -0.2209
N  -1.2594  -0.6660  -0.1604
C  1.2638  -1.1218  -0.3427
C  0.4158  1.1268  -0.9542
C  0.6559  0.4061  1.2904
H  0.2306  0.5211  -1.8123
H  0.2253  1.2826  1.7756
H  1.0402  -1.8615  0.4046
H  1.7100  0.4320  1.4453
H  -1.2475  -1.3440  0.6015
H  2.3492  -0.8313  -0.2491
H  1.4738  1.4772  -1.0172
H  0.2408  -0.2786  1.9932
H  1.0633  -1.4518  -1.4264
H  -0.2466  1.9394  -0.7078

As for the highest occupied orbital energy: -16.1 eV. As for the net charge: +1. The gap between HOMO and LUMO is 0.3824 Ha.

***

*two*
This record from the Open Molecules 2025 dataset describes a cluster of 2 separate species, C3H10N3O2 in total. The level of theory is wB97M-V/def2-TZVPD.

Geometry (Å):
O  -1.6003  2.0712  0.2726
O  -0.8385  1.1475  -1.6524
N  1.2905  -2.0989  -1.0345
N  0.3959  -1.4591  -0.2333
N  -0.6263  1.3788  -0.3332
C  0.5108  1.0911  0.1207
C  0.7485  1.1062  1.5290
C  -0.5613  -2.0596  0.3534
H  -1.1193  -1.5165  1.0826
H  1.6426  -1.4008  -1.7886
H  0.8982  -3.0450  -1.3994
H  1.2638  0.6787  -0.5555
H  0.0198  1.7530  2.0659
H  1.6862  1.6895  1.8826
H  -0.8729  -3.1720  0.1086
H  0.8607  0.0531  1.6947
H  -1.1248  1.8524  -2.1358
H  -2.5738  1.9303  0.0228

As for the highest occupied orbital energy: -12.9 eV. As for the net charge: +1. The gap between HOMO and LUMO is 0.3323 Ha.

***

Which of them is most stable? Easy: *two*.

***

*one*
This record from the Open Molecules 2025 dataset describes a structure of composition C7H21FOP2W. The level of theory is wB97M-V/def2-TZVPD.

Geometry (Å):
W  -0.1002  0.0095  0.8718
P  0.7094  1.9389  -0.2098
P  -0.6578  -2.0621  -0.0492
F  -1.7987  0.5568  2.0104
O  1.7577  -0.4984  3.4057
C  1.6202  2.1731  -1.7670
C  0.0171  -2.8129  -1.5370
C  -2.3442  -1.5056  -0.4089
C  -0.9280  2.7123  -0.3694
C  1.6260  2.9880  0.9667
C  -0.7578  -3.3613  1.2015
C  1.1444  -0.2973  2.4237
H  1.9958  3.8858  0.4562
H  -1.7169  2.0606  0.0399
H  0.2083  -3.4381  1.7184
H  2.4667  1.4758  -1.8094
H  -0.3185  -2.2722  -2.4326
H  1.4808  -0.0241  0.3930
H  1.0847  -0.9867  0.2746
H  -0.1007  0.3292  -0.8027
H  -0.9888  -4.3179  0.7137
H  0.9691  1.9828  -2.6232
H  -0.3047  -3.8605  -1.6071
H  -2.5274  -0.4694  -0.0853
H  2.4761  2.4308  1.3772
H  0.9877  3.2954  1.8053
H  -1.1370  2.9210  -1.4288
H  -2.5286  -1.6054  -1.4883
H  1.1174  -2.7913  -1.5099
H  -1.5337  -3.1241  1.9458
H  -0.9123  3.6418  0.2127
H  2.0078  3.1988  -1.8324
H  -3.0138  -2.1734  0.1443

The multiplicity is 3. As for the highest occupied orbital energy (spin up / spin down): -15.6 / -18.2 eV. As for the net charge: +2. The gap between HOMO and LUMO (spin up / spin down) is 0.2368 / 0.2773 Ha.

***

*two*
This record from the Open Molecules 2025 dataset describes a structure of composition C7H21FOP2W. The level of theory is wB97M-V/def2-TZVPD.

Geometry (Å):
W  -0.6263  0.2487  0.7551
P  -0.6936  -1.8991  -0.0901
P  0.6608  1.9371  -0.1848
F  -1.8443  0.6729  2.3630
O  1.8208  -0.6138  2.5373
C  1.4994  2.7962  1.1964
C  0.0398  -2.8693  -1.4378
C  1.6836  2.2129  -1.6543
C  -0.7112  -3.0340  1.3554
C  0.8748  -0.3139  1.9066
C  -2.4593  -1.6395  -0.4543
C  -0.9236  2.8136  -0.3842
H  0.8236  2.8755  2.0609
H  -0.0747  0.0392  -0.7735
H  -0.7380  3.8712  -0.1198
H  1.7982  3.8063  0.8775
H  0.3044  -3.1234  1.7684
H  -1.2362  2.7686  -1.4416
H  2.0485  -0.2757  -0.3933
H  -2.8360  -0.7637  0.1221
H  -1.0682  -4.0340  1.0560
H  -1.6977  2.3617  0.2859
H  1.1257  1.8886  -2.5422
H  2.3803  2.2168  1.4958
H  -1.3763  -2.6359  2.1384
H  -3.0028  -2.5660  -0.1806
H  -0.3995  -3.8693  -1.4973
H  1.1087  -2.9446  -1.2497
H  1.9512  3.2722  -1.7547
H  2.5659  1.5856  -1.5521
H  -2.5759  -1.4790  -1.5402
H  1.6911  -0.9561  -0.2883
H  -0.1132  -2.3498  -2.3799

The multiplicity is 3. As for the highest occupied orbital energy (spin up / spin down): -17.1 / -17.9 eV. As for the net charge: +2. The gap between HOMO and LUMO (spin up / spin down) is 0.3363 / 0.2928 Ha.

***

Which of them is most stable? Easy: *two*.